{"formula": "C2Br2S3", "method": "ωB97M-V with the def2-TZVPD basis set", "de_lowest_kj_mol": 193.8, "lumo_ev": [-1.487, -1.734], "energy_ev": -174661.429, "fmax_ev_per_a": 2.739, "elements": ["C", "C", "S", "S", "S", "Br", "Br"], "xyz": [[0.4551, -0.5421, 0.6702], [-1.5941, 0.0096, 0.0800], [2.1807, -0.6089, 0.6448], [-0.6202, 0.7498, 1.3436], [-0.3570, -0.8517, -0.7679], [2.9598, 0.0999, -1.2059], [-3.0245, 1.1435, -0.7648]]}